(1)
19
Properties=species:S:1:pos:R:3:forces:R:3:mulliken_charge:R:1 method="wB97M-V/def2-TZVPD" energy_ha=-741.5043 homo_energy_ev=-13.60 gap_ev=5.2 relative_energy_ev=6.313 total_charge=+1
N 1.310 -1.759 0.952 2.61 1.51 -2.45 -0.59
C 0.833 -0.793 -0.104 2.26 -2.25 0.98 -0.09
C 1.430 0.663 0.111 -1.57 -0.21 -0.33 -0.56
S 3.192 0.583 0.022 0.02 0.01 0.36 -0.08
C -0.798 -0.669 0.097 -2.35 3.95 2.42 0.10
N -1.518 0.163 -0.886 0.80 -0.94 3.60 -0.09
C -2.465 1.087 -0.281 0.71 0.78 -1.34 -0.74
O -0.974 -0.277 1.383 0.41 -1.62 -3.92 -0.47
H 1.068 -1.389 1.850 -0.09 0.23 0.71 0.33
H 2.446 -1.747 0.858 -3.72 -0.45 0.31 0.34
H -1.266 -1.670 -0.062 0.75 -0.49 -0.11 0.39
H 1.098 -1.291 -1.065 -0.42 0.72 0.40 0.33
H 1.060 0.900 1.112 0.36 0.27 0.01 0.36
H 1.015 1.395 -0.611 0.21 -0.50 0.33 0.33
H 3.262 0.959 -1.240 0.19 0.17 -0.56 0.19
H -1.612 -0.148 -1.820 -0.10 -0.35 -1.06 0.30
H -1.937 1.685 0.458 0.10 0.10 0.09 0.29
H -3.232 0.564 0.273 -0.33 -0.48 0.26 0.33
H -2.911 1.743 -1.047 0.15 -0.46 0.29 0.34


(2)
19
Properties=species:S:1:pos:R:3:forces:R:3:mulliken_charge:R:1 method="wB97M-V/def2-TZVPD" energy_ha=-741.6402 homo_energy_ev=-13.52 gap_ev=9.3 relative_energy_ev=2.616 total_charge=+1
C -0.468 0.278 -0.279 3.97 1.40 -0.13 0.55
C -1.611 -1.893 -0.441 -0.43 -0.21 -0.11 -0.95
C -1.252 2.552 0.047 0.01 0.64 -0.09 -0.78
C 2.996 -0.794 0.739 0.34 -0.21 0.73 -0.57
N -0.458 -1.008 -0.410 0.07 -0.26 -0.07 -0.11
N -1.427 1.121 -0.081 -0.92 -0.51 -0.03 -0.18
O 2.396 -0.296 -0.459 -0.28 0.02 -0.71 -0.30
S 1.643 1.116 -0.436 -3.02 -1.22 0.30 0.11
H -2.423 -1.482 0.155 0.02 -0.04 0.05 0.36
H -1.954 -2.040 -1.466 -0.01 0.05 0.04 0.32
H -1.330 -2.859 -0.027 -0.01 0.08 0.04 0.33
H -1.871 2.920 0.865 0.14 -0.03 -0.01 0.31
H -1.548 3.057 -0.874 0.02 -0.05 0.05 0.31
H -0.208 2.773 0.250 -0.05 0.03 0.12 0.29
H 3.954 -0.303 0.913 -0.11 0.02 -0.07 0.31
H 3.166 -1.857 0.570 -0.02 0.07 0.00 0.25
H 2.345 -0.645 1.602 -0.04 0.01 -0.09 0.32
H 0.442 -1.438 -0.603 0.08 0.28 0.02 0.21
H -2.393 0.799 -0.066 0.24 -0.09 -0.03 0.24


(3)
18
Properties=species:S:1:pos:R:3:forces:R:3:mulliken_charge:R:1 method="wB97M-V/def2-TZVPD" energy_ha=-666.6982 homo_energy_ev=-2.36 gap_ev=6.1 relative_energy_ev=1.315 total_charge=-1 smiles=CNC[C@H](N)C[S-]
C 1.344 -2.086 -0.302 -0.16 -0.24 1.04 -0.80
N 1.569 -0.663 -0.216 -0.57 0.52 -0.49 -0.33
C 0.389 0.129 -0.718 1.29 -1.07 0.28 -0.85
C -0.316 0.859 0.394 0.39 0.41 1.78 0.16
N -0.998 -0.101 1.330 1.28 -0.11 -0.94 -0.55
C -1.201 2.019 -0.027 -0.01 0.46 -0.03 -0.86
S -2.089 1.756 -1.600 -0.71 -0.18 0.29 -0.68
H 0.527 -2.526 0.302 -0.08 0.45 0.47 0.26
H 2.237 -2.624 0.030 0.04 -0.11 -0.54 0.32
H 0.991 -2.341 -1.291 0.68 -0.13 -0.62 0.32
H 1.850 -0.322 0.696 -0.18 -0.41 0.02 0.27
H 0.717 0.712 -1.566 -0.04 0.87 0.20 0.33
H -0.230 -0.604 -1.194 -0.95 -0.26 -0.13 0.43
H 0.497 1.269 1.056 -0.31 0.13 -0.61 0.03
H -1.850 0.290 1.699 -0.32 -0.22 -0.41 0.24
H -1.109 -0.953 0.793 -0.85 0.03 0.41 0.21
H -1.782 2.338 0.907 0.31 -0.33 -1.23 0.31
H -0.546 2.849 -0.293 0.21 0.17 0.50 0.20


(4)
18
Properties=species:S:1:pos:R:3:forces:R:3:mulliken_charge:R:1 method="wB97M-V/def2-TZVPD" energy_ha=-666.4516 homo_energy_ev=-2.35 gap_ev=3.3 relative_energy_ev=8.026 total_charge=-1
C 1.367 -1.809 -1.325 -0.62 -0.42 -1.76 -0.70
N 1.732 -0.449 -1.782 0.33 -0.39 0.88 -0.80
C -0.921 0.512 0.177 -0.08 1.73 -0.03 0.20
C -2.040 0.560 0.901 -0.14 0.21 0.10 -0.72
S -4.900 0.912 0.296 0.71 -0.11 0.01 -0.51
C 0.223 1.112 0.913 1.26 -2.13 2.11 -0.39
N 1.472 0.330 1.195 0.41 0.16 -1.74 -0.76
H 0.300 -2.007 -1.442 -0.38 0.45 0.90 0.24
H 1.749 -2.080 -0.351 -0.13 0.17 0.24 0.27
H 1.666 -2.552 -2.070 0.95 -0.07 0.03 0.31
H 0.884 0.093 -1.860 -0.09 0.03 -0.14 0.28
H -0.915 0.374 -0.904 -0.11 -0.63 0.23 0.22
H -2.100 0.977 1.902 0.28 -0.27 -0.03 0.30
H -3.066 0.286 0.546 -0.74 -0.29 -0.50 -0.05
H 0.324 2.196 0.908 -0.33 0.09 -0.32 0.28
H 0.101 0.685 1.956 -1.33 1.22 0.23 0.33
H 1.962 0.902 1.881 0.05 0.03 -0.03 0.13
H 2.164 -0.043 -0.943 -0.05 0.21 -0.20 0.38


(5)
18
Properties=species:S:1:pos:R:3:forces:R:3:mulliken_charge:R:1 method="wB97M-V/def2-TZVPD" energy_ha=-666.5721 homo_energy_ev="3.81 / -0.02" gap_ev="2.1 / 5.9" relative_energy_ev=0.322 total_charge=-2 multiplicity=2
C 0.016 -1.343 0.563 0.82 -0.35 -0.40 -3.58
N 0.064 0.071 0.839 -0.58 0.56 -1.07 0.39
C -1.028 0.916 0.265 0.46 -1.02 0.80 -0.62
C -0.578 2.352 0.159 -0.39 0.58 -0.87 -0.88
S -1.856 3.510 -0.514 -0.08 -0.08 0.38 -0.77
C 0.438 -1.617 -0.882 0.56 -0.38 0.38 -1.04
N 1.875 -1.268 -1.135 -0.96 0.00 0.26 -1.24
H 0.803 -1.799 1.183 -0.13 -0.12 0.17 0.76
H -0.905 -1.908 0.767 -0.36 0.41 0.06 0.73
H 0.064 0.240 1.818 0.22 -0.04 1.07 0.48
H -1.889 0.857 0.944 -0.20 0.17 -0.16 0.30
H -1.344 0.442 -0.657 -0.04 0.38 -0.38 0.37
H 0.242 2.488 -0.549 0.28 -0.52 0.27 0.20
H -0.223 2.633 1.152 -0.01 0.25 0.05 0.25
H -0.184 -1.067 -1.575 -0.14 0.09 -0.30 0.38
H 0.306 -2.691 -1.062 0.01 0.00 -0.10 1.32
H 1.876 -0.257 -1.047 0.20 0.19 0.00 0.31
H 2.324 -1.562 -0.268 0.35 -0.11 -0.16 0.65


(6)
18
Properties=species:S:1:pos:R:3:forces:R:3:mulliken_charge:R:1 method="wB97M-V/def2-TZVPD" energy_ha=-666.3786 homo_energy_ev=-13.41 gap_ev=10.1 relative_energy_ev=2.433 total_charge=+1 smiles=C[C@@]1(N)[NH2+]CCS1
C -1.140 -0.536 1.573 -0.69 0.82 -2.21 -1.48
C -0.437 -0.437 0.212 -4.47 -0.04 -1.66 0.51
N -1.664 -0.460 -1.060 1.17 -1.36 3.34 -0.72
N -0.054 0.917 -0.201 2.08 2.12 1.00 -0.16
C 1.431 1.059 -0.298 1.39 -0.85 -3.34 -0.73
C 1.918 -0.405 -0.663 1.74 1.06 -1.28 -0.37
S 0.892 -1.567 0.141 -0.44 -0.49 0.19 -0.08
H -0.607 -0.445 2.472 1.18 0.97 0.94 0.42
H -1.522 -1.500 1.666 -0.58 -2.05 -0.23 0.48
H -2.043 0.037 1.474 -0.32 0.78 0.68 0.39
H -2.530 -0.091 -0.566 1.16 -0.58 -0.69 0.30
H -1.797 -1.479 -1.047 -0.45 0.31 -0.62 0.32
H -0.476 1.588 0.421 -0.08 0.43 0.79 0.32
H -0.345 1.277 -1.133 -0.63 -1.57 0.53 0.48
H 2.113 1.526 0.379 -0.73 0.37 1.42 0.34
H 1.486 1.652 -1.257 0.73 -0.43 1.12 0.29
H 1.783 -0.450 -1.770 0.55 -0.47 0.79 0.30
H 2.991 -0.689 -0.344 -1.61 0.98 -0.76 0.40


(7)
18
Properties=species:S:1:pos:R:3:forces:R:3:mulliken_charge:R:1 method="wB97M-V/def2-TZVPD" energy_ha=-666.1725 homo_energy_ev="-10.08 / -13.55" gap_ev="7.0 / 7.0" relative_energy_ev=4.435 total_charge=+1 multiplicity=3
C 0.804 -1.524 -0.791 0.64 0.04 1.28 -0.63
C 0.078 -0.588 -0.240 -1.92 -2.21 -2.27 0.06
C 0.196 -0.720 2.541 -0.74 0.74 2.93 -0.82
C -0.783 1.038 -1.936 0.73 -1.15 -0.47 -0.64
N 0.242 0.252 1.465 1.03 -1.39 3.60 -0.32
N -1.039 0.213 -0.696 1.13 2.66 1.35 -0.08
S 0.883 1.618 -1.929 1.10 0.44 -0.21 -0.11
H 0.759 -1.839 -1.804 0.12 -0.09 -1.12 0.32
H 1.574 -2.043 -0.167 -0.79 0.32 -0.51 0.20
H -0.741 -1.327 2.901 1.28 1.57 -1.62 0.29
H 1.001 -1.472 2.609 0.20 0.09 -1.09 0.36
H 0.540 -0.123 3.441 -0.69 -0.62 -0.34 0.35
H -0.911 0.395 -2.799 -0.05 -0.17 -0.04 0.32
H -1.434 1.855 -2.021 -1.23 0.91 0.16 0.45
H 1.119 0.715 1.580 0.53 1.19 0.22 0.24
H -1.086 0.978 0.134 -0.39 -1.98 -1.84 0.46
H -1.893 -0.313 -0.742 -0.66 -0.36 -0.01 0.35
H 0.690 2.886 -1.545 -0.29 0.01 -0.01 0.17


(8)
18
Properties=species:S:1:pos:R:3:forces:R:3:mulliken_charge:R:1 method="wB97M-V/def2-TZVPD" energy_ha=-323.0743 homo_energy_ev="-8.44 / -8.44" gap_ev="8.4 / 8.4" relative_energy_ev=6.319
C -0.734 0.769 -1.513 0.11 0.04 0.07 -0.94
C -1.912 -0.273 0.247 0.10 -0.33 -1.50 -0.60
N -1.065 -0.452 -0.797 -0.89 0.32 0.92 -0.29
H 0.230 0.659 -2.010 -0.04 -0.07 -0.04 0.30
H -0.687 1.668 -0.886 -0.13 -0.09 0.01 0.37
H -1.497 0.910 -2.286 0.04 0.03 0.06 0.38
H -2.408 -1.185 0.578 0.16 0.01 0.17 0.30
H -2.574 0.599 0.203 0.22 0.15 0.19 0.40
C 0.785 -1.372 0.015 0.84 0.96 0.81 -1.21
C 0.879 0.359 1.102 -0.72 -1.31 -1.51 0.52
N 2.102 0.840 0.763 0.23 0.04 0.24 -0.41
N -0.036 0.687 1.817 -0.97 0.01 -0.07 -0.74
H 2.533 1.461 1.431 0.02 -0.03 -0.05 0.24
H 2.727 0.230 0.263 -0.06 -0.03 0.10 0.23
H -1.182 0.150 1.237 1.22 0.26 0.59 0.32
H 1.104 -1.324 -1.021 -0.11 0.03 0.02 0.29
H 1.659 -1.558 0.647 0.13 -0.21 -0.01 0.50
H 0.079 -2.168 0.209 -0.16 0.22 -0.01 0.33


(9)
18
Properties=species:S:1:pos:R:3:forces:R:3:mulliken_charge:R:1 method="wB97M-V/def2-TZVPD" energy_ha=-323.2210 homo_energy_ev=-8.53 gap_ev=9.5 relative_energy_ev=2.328 smiles=CN1[C@@H](N)[C@]1(C)N
C -0.796 0.685 -1.379 0.13 0.19 -0.68 -0.88
N 0.109 -0.360 -0.936 -1.13 0.33 -0.40 -0.32
C 1.262 -0.037 -0.125 -0.55 0.17 0.17 -0.16
N 1.624 1.360 0.045 0.12 -0.49 0.44 -0.60
C 0.024 -0.727 0.470 1.09 -0.45 -0.65 0.71
C -0.824 -0.003 1.479 -0.28 -0.04 0.12 -1.26
N -0.016 -2.192 0.569 0.41 0.35 0.74 -0.75
H -0.394 1.160 -2.281 -0.06 -0.04 0.08 0.26
H -1.015 1.480 -0.660 0.04 -0.02 0.09 0.33
H -1.755 0.234 -1.655 0.20 -0.02 0.07 0.29
H 2.125 -0.684 -0.266 0.00 0.23 -0.22 0.29
H 2.135 1.683 -0.775 -0.06 -0.22 0.21 0.26
H 0.820 1.969 0.138 0.07 -0.19 0.08 0.29
H -1.888 -0.159 1.269 0.04 0.04 0.06 0.31
H -0.640 1.074 1.520 0.02 -0.17 -0.12 0.27
H -0.624 -0.393 2.484 0.04 -0.03 -0.30 0.37
H 0.727 -2.578 -0.013 -0.11 0.18 0.17 0.31
H -0.872 -2.511 0.117 0.05 0.19 0.13 0.27


(10)
18
Properties=species:S:1:pos:R:3:forces:R:3:mulliken_charge:R:1 method="wB97M-V/def2-TZVPD" energy_ha=-323.0078 homo_energy_ev=-7.15 gap_ev=3.9 relative_energy_ev=8.129
C -0.087 -0.488 -0.945 1.37 -0.39 3.13 -1.00
C -0.892 0.518 -0.149 0.02 2.01 -1.78 -0.27
C -0.383 0.623 1.284 -2.08 0.51 -1.17 0.81
C 0.998 0.550 1.480 0.41 -1.05 2.29 -0.48
N 1.498 0.410 2.807 0.06 0.57 -0.74 -0.59
N -1.289 0.767 2.225 1.73 0.11 -0.28 -0.73
N 0.061 -1.236 -3.450 0.49 -0.66 1.30 -0.67
H -0.138 -1.510 -0.532 -0.74 0.03 -0.42 0.32
H 0.988 -0.319 -0.775 -0.11 0.33 -0.95 0.21
H -0.796 1.547 -0.627 -0.11 -1.11 0.37 0.24
H -1.964 0.297 -0.185 0.25 -0.08 0.31 0.35
H 1.758 0.645 0.722 -0.26 -0.20 -0.30 0.43
H 1.551 -0.573 3.055 0.46 -0.02 -0.01 0.26
H 0.922 0.872 3.501 -0.46 -0.26 -0.21 0.31
H -0.684 -1.788 -3.850 -0.31 0.40 -0.13 0.13
H -2.061 1.200 1.719 -0.53 -0.36 0.40 0.27
H 0.722 -0.871 -4.126 -0.40 0.53 0.05 0.12
H -0.205 -0.643 -2.156 0.22 -0.36 -1.88 0.28


(11)
18
Properties=species:S:1:pos:R:3:forces:R:3:mulliken_charge:R:1 method="wB97M-V/def2-TZVPD" energy_ha=-323.1774 homo_energy_ev=-7.91 gap_ev=8.7 relative_energy_ev=3.515 smiles="N/C=N/CCCN"
N -1.540 1.726 -0.749 0.76 -0.73 0.44 -0.52
C -1.946 0.530 -0.142 -1.91 0.18 1.36 -0.17
N -1.360 -0.216 0.706 1.37 -1.22 -1.96 -0.38
C -0.482 -1.390 0.412 0.49 1.92 -0.98 -0.39
C 0.653 -0.956 -0.603 -0.21 0.55 0.22 -1.00
C 1.492 0.272 -0.258 1.61 0.90 1.03 -0.32
N 2.666 -0.164 0.596 -1.07 -0.63 -0.01 -0.67
H -0.541 1.808 -0.630 0.16 0.42 0.07 0.25
H -2.004 2.522 -0.327 -0.30 0.08 -0.44 0.29
H -3.040 0.382 -0.360 0.42 0.09 0.10 0.37
H -1.095 -2.171 -0.088 0.53 0.12 0.59 0.26
H 0.095 -1.753 1.252 -0.78 -0.14 0.70 0.35
H 1.453 -1.702 -0.585 -0.54 -0.60 -0.82 0.50
H 0.165 -0.774 -1.569 0.38 -0.45 -0.04 0.38
H 1.993 0.790 -1.090 -0.54 -0.62 -0.43 0.30
H 0.951 1.085 0.226 -0.40 -0.23 0.37 0.34
H 3.090 0.547 1.180 -0.28 0.31 -0.29 0.23
H 2.284 -0.844 1.250 0.28 0.06 0.08 0.18


(12)
18
Properties=species:S:1:pos:R:3:forces:R:3:mulliken_charge:R:1 method="wB97M-V/def2-TZVPD" energy_ha=-323.2043 homo_energy_ev=-8.66 gap_ev=9.6 relative_energy_ev=2.783 smiles="[H]/N=C/CN(C)CN"
H 2.472 0.095 2.491 -0.18 -0.43 0.15 0.26
N 2.266 -0.290 1.570 0.51 0.45 -0.15 -0.57
C 1.065 -0.624 1.398 -0.45 0.49 -0.08 0.12
C 0.576 -0.992 0.024 -0.04 -0.42 -0.24 -0.87
N -0.541 -0.197 -0.490 -0.02 0.55 1.65 0.03
C -1.777 -0.363 0.266 0.17 0.12 0.20 -1.10
C -0.164 1.254 -0.745 -0.34 -1.48 0.19 -0.52
N 0.151 1.220 -2.145 -1.54 -2.26 -1.14 -0.72
H 0.297 -0.572 2.181 0.11 -0.01 0.04 0.33
H 0.269 -2.045 0.038 -0.04 0.04 -0.13 0.41
H 1.407 -0.894 -0.679 0.05 -0.07 0.12 0.22
H -2.596 0.049 -0.321 -0.10 -0.03 0.06 0.39
H -1.763 0.138 1.241 -0.10 0.02 0.04 0.37
H -1.962 -1.423 0.446 -0.04 -0.01 -0.11 0.29
H -1.077 1.844 -0.597 0.33 0.03 0.24 0.38
H 0.679 1.595 -0.129 -0.38 0.03 0.04 0.33
H -0.428 0.234 -2.265 2.03 2.97 -0.89 0.36
H 1.125 0.973 -2.285 0.03 0.00 0.00 0.29


(13)
18
Properties=species:S:1:pos:R:3:forces:R:3:mulliken_charge:R:1 method="wB97M-V/def2-TZVPD" energy_ha=-323.1777 homo_energy_ev=-8.59 gap_ev=9.7 relative_energy_ev=3.506
C 0.661 -0.617 -1.858 -1.37 0.25 0.80 -1.07
C -0.766 -0.431 -1.103 -1.26 0.85 -2.67 0.28
C -1.136 -1.501 -0.052 0.26 -1.75 -0.90 -1.30
N -0.923 0.919 -0.517 -1.70 -1.90 -3.21 -0.54
C -0.272 1.289 0.434 2.58 2.72 2.87 -0.09
N 0.748 0.718 1.158 0.26 0.87 -0.33 0.13
N 1.069 1.363 2.425 0.11 -1.51 -0.02 -0.73
H 1.402 -0.818 -1.026 -0.35 0.25 -1.45 0.26
H 0.572 -1.440 -2.604 0.21 0.20 0.91 0.36
H 0.887 0.287 -2.497 -0.09 -0.75 1.17 0.30
H -1.566 -0.346 -1.935 1.28 -0.79 1.15 0.32
H -0.149 -1.942 0.231 -0.99 -0.34 0.15 0.32
H -1.945 -2.340 -0.254 1.97 1.67 -0.26 0.28
H -1.539 -0.979 0.777 -0.34 0.41 1.02 0.41
H -0.371 2.302 0.773 -0.58 0.93 0.11 0.34
H 0.589 -0.262 1.072 0.68 -0.93 1.53 0.22
H 0.668 2.285 2.464 -0.51 0.09 -0.34 0.26
H 2.073 1.514 2.511 -0.16 -0.27 -0.53 0.24